A cluster of 9 separate species, C17H52N10O9 in total at a distorted geometry. Source: the OMol25 dataset; level of theory: ωB97M-V with the def2-TZVPD basis set.

Its structure (SMILES) is NC(N)=O.NC(N)=O.NC(N)=O.NC(N)=O.NC(N)=O.CC(C)O.CC(C)O.CC(C)O.CC(C)O. For the HOMO energy, the calculation gives -9.13 eV. The HOMO-LUMO gap is 9.254 eV. As for the largest force on an atom: 8.41 eV/Å. The total energy is -1903.61750 Ha.

The geometry in ORCA input format:
```
! wB97M-V def2-TZVPD RIJCOSX def2/J DEFGRID3
* xyz 0 1
N -7.673 2.063 -5.750
C -6.970 0.978 -5.640
N -7.079 0.501 -4.441
O -6.300 0.399 -6.425
H -7.533 2.557 -6.620
H -8.075 2.604 -4.997
H -7.875 0.893 -3.957
H -6.736 -0.435 -4.279
N -14.308 3.435 -6.392
C -15.593 3.254 -6.415
N -16.128 3.830 -5.358
O -16.104 2.578 -7.277
H -13.855 2.992 -7.178
H -13.911 4.052 -5.697
H -16.959 3.296 -5.148
H -15.558 4.192 -4.607
N -12.468 3.536 0.681
C -11.642 4.007 -0.163
N -11.451 3.065 -0.950
O -11.194 5.112 -0.227
H -12.588 4.038 1.549
H -12.919 2.653 0.491
H -10.828 3.301 -1.709
H -12.042 2.287 -0.697
N -9.333 2.617 -8.626
C -9.011 3.880 -8.490
N -9.813 4.730 -8.932
O -8.138 4.412 -7.813
H -10.232 2.416 -9.039
H -8.869 2.025 -7.952
H -9.579 5.699 -8.770
H -10.688 4.390 -9.304
N -7.851 8.684 -6.919
C -8.667 8.051 -7.672
N -9.872 8.089 -7.240
O -8.302 7.525 -8.728
H -8.308 8.951 -6.058
H -6.857 8.803 -7.050
H -10.610 7.704 -7.811
H -9.943 8.811 -6.537
C -11.830 11.647 -4.727
C -10.945 10.500 -4.143
C -11.873 9.273 -4.124
O -9.823 10.304 -4.995
H -11.298 12.533 -4.380
H -12.841 11.665 -4.321
H -11.957 11.740 -5.806
H -10.608 10.730 -3.132
H -11.359 8.449 -3.628
H -12.098 8.959 -5.143
H -12.844 9.351 -3.635
H -9.297 11.099 -4.884
C -11.243 2.796 -5.255
C -11.231 4.214 -4.593
C -10.634 5.351 -5.518
O -12.520 4.466 -4.278
H -11.437 1.967 -4.574
H -10.257 2.653 -5.697
H -11.959 2.823 -6.076
H -10.718 4.080 -3.641
H -10.781 6.377 -5.179
H -10.994 5.269 -6.544
H -9.557 5.272 -5.668
H -12.683 5.412 -4.305
C -15.523 7.215 -4.424
C -14.745 7.313 -5.700
C -14.981 8.749 -6.195
O -13.428 6.914 -5.599
H -15.280 6.340 -3.820
H -16.601 7.166 -4.574
H -15.243 8.061 -3.795
H -15.251 6.753 -6.486
H -15.999 9.092 -6.378
H -14.453 8.764 -7.149
H -14.708 9.448 -5.406
H -12.877 7.694 -5.498
C -6.344 5.031 -3.875
C -6.570 3.711 -3.157
C -6.147 3.717 -1.669
O -8.033 3.374 -3.107
H -7.147 5.752 -3.727
H -6.352 4.908 -4.958
H -5.481 5.579 -3.499
H -6.050 2.995 -3.793
H -6.629 4.517 -1.106
H -5.066 3.840 -1.607
H -6.334 2.875 -1.003
H -8.354 3.794 -2.305
*
```

These are the Löwdin partial charges, in e, on atoms 1 to 4: 0.18 -0.83 0.16 0.07

A cluster of 8 separate species, C17H52NO8S7 in total at a distorted geometry. Source: the OMol25 dataset; level of theory: ωB97M-V with the def2-TZVPD basis set.

For the HOMO energy, the calculation gives -9.58 eV. The HOMO-LUMO gap is 5.803 eV. As for the largest force on an atom: 1.34 eV/Å. The total energy is -4122.40809 Ha.

The geometry in ORCA input format:
```
! wB97M-V def2-TZVPD RIJCOSX def2/J DEFGRID3
* xyz 1 1
N -7.622 -4.063 4.037
C -6.363 -4.653 3.429
C -5.194 -4.626 4.458
C -3.850 -4.129 3.869
O -3.928 -2.874 3.233
H -7.899 -3.241 3.502
H -8.367 -4.756 4.007
H -7.483 -3.796 5.011
H -6.079 -4.155 2.495
H -6.608 -5.684 3.157
H -5.100 -5.645 4.849
H -5.404 -3.991 5.349
H -3.473 -4.908 3.195
H -3.161 -4.051 4.718
H -4.821 -2.554 3.179
C -0.028 -2.457 0.216
S -0.677 -4.123 0.010
O -0.226 -4.620 -1.321
C -2.401 -3.621 -0.165
H 1.054 -2.520 0.302
H -0.286 -1.848 -0.649
H -0.438 -2.014 1.123
H -2.504 -2.938 -1.010
H -2.734 -3.138 0.755
H -3.000 -4.513 -0.345
C -1.805 1.282 -1.173
S -0.009 1.416 -1.243
O 0.540 0.633 -0.095
C 0.064 3.157 -0.793
H -2.079 0.249 -1.387
H -2.156 1.554 -0.176
H -2.248 1.938 -1.924
H -0.406 3.309 0.178
H -0.443 3.750 -1.555
H 1.108 3.456 -0.740
C 4.109 6.267 -0.957
S 3.284 5.157 0.194
O 1.938 5.737 0.485
C 4.347 5.523 1.599
H 3.578 6.226 -1.907
H 4.085 7.285 -0.568
H 5.138 5.938 -1.099
H 4.309 6.590 1.821
H 5.368 5.219 1.364
H 3.984 4.958 2.456
C -6.005 -4.148 9.060
S -4.421 -4.132 8.199
O -4.299 -5.431 7.471
C -3.410 -4.237 9.685
H -6.800 -4.125 8.316
H -6.092 -5.056 9.657
H -6.080 -3.267 9.697
H -3.669 -5.137 10.242
H -3.574 -3.350 10.297
H -2.366 -4.281 9.383
C -0.271 1.421 -4.950
S -0.824 3.131 -4.846
O -2.317 3.116 -4.865
C -0.268 3.594 -6.496
H -0.552 0.916 -4.029
H -0.746 0.928 -5.794
H 0.811 1.393 -5.060
H -0.746 2.954 -7.238
H 0.816 3.498 -6.554
H -0.550 4.631 -6.673
C 9.101 3.339 -0.485
S 8.554 5.053 -0.402
O 7.060 5.041 -0.441
C 9.124 5.513 -2.048
H 8.807 2.844 0.439
H 8.630 2.841 -1.332
H 10.186 3.310 -0.583
H 8.651 4.874 -2.794
H 10.208 5.414 -2.096
H 8.846 6.550 -2.227
C 2.797 -2.335 -6.838
S 2.253 -0.621 -6.740
O 0.761 -0.630 -6.762
C 2.808 -0.152 -8.389
H 2.512 -2.836 -5.914
H 2.316 -2.827 -7.683
H 3.882 -2.365 -6.948
H 2.327 -0.785 -9.134
H 3.892 -0.253 -8.448
H 2.531 0.887 -8.559
*
```

These are the Löwdin partial charges, in e, on atoms 1 to 4: 0.21 -0.12 -0.16 -0.24

A cluster of 8 separate species, C17H53N3O8 in total at a distorted geometry. Source: the OMol25 dataset; level of theory: ωB97M-V with the def2-TZVPD basis set.

Its structure (SMILES) is COC[C@H](C)N.COC[C@H](C)N.COC[C@H](C)N.CO.CO.CO.CO.CO. For the HOMO energy, the calculation gives -9.25 eV. The HOMO-LUMO gap is 9.630 eV. As for the largest force on an atom: 2.36 eV/Å. The total energy is -1445.51939 Ha.

The geometry in ORCA input format:
```
! wB97M-V def2-TZVPD RIJCOSX def2/J DEFGRID3
* xyz 0 1
C -1.340 3.031 -2.557
O -2.065 4.217 -2.345
C -1.271 5.386 -2.376
C -2.103 6.529 -1.847
C -3.266 6.930 -2.726
N -1.150 7.617 -1.550
H -0.872 3.024 -3.559
H -1.917 2.121 -2.404
H -0.437 2.848 -1.902
H -0.346 5.273 -1.760
H -1.011 5.680 -3.376
H -2.607 6.182 -0.949
H -3.844 7.702 -2.208
H -3.875 6.015 -2.813
H -3.013 7.336 -3.683
H -0.823 7.531 -0.614
H -1.529 8.576 -1.685
C 0.542 -5.303 0.356
O 1.223 -4.078 0.313
C 2.575 -4.181 0.771
C 3.423 -2.991 0.563
C 3.722 -2.745 -0.891
N 4.665 -3.109 1.323
H -0.417 -5.176 -0.075
H 0.542 -5.597 1.390
H 1.064 -6.084 -0.211
H 2.485 -4.413 1.826
H 3.089 -5.029 0.285
H 2.933 -2.126 1.004
H 4.127 -1.721 -0.917
H 2.749 -2.823 -1.440
H 4.415 -3.467 -1.309
H 4.451 -3.206 2.329
H 5.131 -4.008 1.114
C -1.859 -3.748 1.699
O -2.337 -4.271 0.498
C -1.997 -3.422 -0.579
C -2.622 -3.882 -1.852
C -2.327 -2.834 -2.934
N -4.068 -4.105 -1.801
H -2.591 -3.045 2.100
H -0.946 -3.176 1.548
H -1.724 -4.636 2.363
H -2.454 -2.453 -0.370
H -0.915 -3.314 -0.716
H -2.061 -4.798 -2.114
H -1.288 -2.418 -2.936
H -3.002 -1.985 -2.839
H -2.538 -3.212 -3.938
H -4.285 -4.522 -0.893
H -4.462 -3.158 -1.723
C 0.304 3.162 1.586
O 1.517 3.087 2.272
H -0.544 3.399 2.240
H 0.396 3.851 0.791
H 0.018 2.205 1.169
H 2.223 3.004 1.634
C 2.182 -0.158 3.381
O 1.393 0.841 3.887
H 3.103 0.168 2.898
H 2.490 -0.863 4.137
H 1.688 -0.766 2.621
H 1.621 1.666 3.341
C 4.040 1.460 -0.939
O 3.455 2.631 -0.361
H 3.933 0.659 -0.213
H 3.442 1.177 -1.807
H 5.075 1.629 -1.257
H 4.045 3.327 -0.636
C -0.302 -0.118 -0.492
O -1.643 0.361 -0.160
H -0.432 -0.775 -1.378
H 0.331 0.691 -0.727
H 0.177 -0.648 0.333
H -1.706 0.532 0.776
C -2.002 -0.366 4.096
O -1.488 0.182 2.936
H -1.748 -1.429 4.184
H -1.706 0.180 4.984
H -3.066 -0.401 3.989
H -0.564 0.347 3.123
*
```

These are the Löwdin partial charges, in e, on atoms 1 to 4: -0.12 -0.17 -0.22 -0.45